Entry i
Here is a molecular structure, C3H4N2S from the OMol25 dataset. Energies are from ωB97M-V with the def2-TZVPD basis set.

Cartesian coordinates (Å):
C: 0.0214 0.5286 -0.9112
C: 2.2322 -1.0629 0.8421
C: -2.1453 0.4624 0.1134
N: -1.0772 0.4274 -0.5602
N: 1.9751 0.0717 0.5466
S: 2.8618 -2.4194 1.2720
H: 0.2216 0.5341 -1.9518
H: -2.7515 1.3041 -0.1360
H: -2.5160 -0.3406 0.8618
H: 1.1780 0.4947 -0.0768

The frontier orbital gap comes out at 8.250 eV. As for the multiplicity: 1. As for the charge: 0. Its molecular weight is 100.1 g mol⁻¹.

---

Entry ii
Here is C3H4N2S in the gas phase from the OMol25 dataset. Energies are from ωB97M-V with the def2-TZVPD basis set.

Cartesian coordinates (Å):
C: -0.8141 -0.0851 -0.0010
C: 1.2012 -0.7879 -0.0039
C: 1.2926 0.5741 -0.0082
H: -2.7585 -1.2997 0.0043
H: 2.0044 -1.4787 0.0067
H: 2.1275 1.2643 -0.0005
H: -0.3412 1.9574 0.0154
N: -0.1137 -1.1960 -0.0040
N: -0.0256 1.0184 -0.0040
S: -2.5727 0.0333 -0.0048

The frontier orbital gap comes out at 9.073 eV. As for the multiplicity: 1. As for the charge: 0. Its molecular weight is 100.1 g mol⁻¹. The structure (SMILES) is Sc1ncc[nH]1.

---

Entry iii
Here is a molecular structure, C3H4N2S from the OMol25 dataset. Energies are from ωB97M-V with the def2-TZVPD basis set.

Cartesian coordinates (Å):
C: -0.5953 1.1888 -0.0666
C: 0.3412 -0.2814 -1.1322
C: -0.0819 -0.3663 1.5418
N: -0.6122 0.8307 1.1046
N: 0.4620 -0.0876 -2.3401
S: 0.6668 -1.3859 0.1135
H: -0.9662 2.0671 -0.5418
H: 0.7263 -0.2074 2.2568
H: -0.8570 -0.9852 1.9954
H: 0.9162 -0.7726 -2.9314

The frontier orbital gap comes out at 9.340 eV. As for the multiplicity: 1. As for the charge: 0. Its molecular weight is 100.1 g mol⁻¹.

---

Entry iv
Here is C3H4N2S in the gas phase from the OMol25 dataset. Energies are from ωB97M-V with the def2-TZVPD basis set.

Cartesian coordinates (Å):
C: 2.1287 -0.4268 0.0856
C: 0.3589 0.8260 -0.9816
C: 0.7605 0.0092 0.2994
N: 3.1631 -0.9028 -0.0738
N: 0.0841 -0.9818 0.9687
S: 0.7720 1.8092 0.4837
H: -0.7244 0.6943 -1.3016
H: 0.8879 1.0395 -2.0184
H: 0.6326 -1.5167 1.6551
H: -0.8551 -0.6779 1.2343

The frontier orbital gap comes out at 10.117 eV. As for the multiplicity: 1. As for the charge: 0. Its molecular weight is 100.1 g mol⁻¹. The structure (SMILES) is N#C[C@]1(N)CS1.

---

Which of them is the least stable? Correct choice: entry i.

---

Entry i
Here is 2 unconnected molecules or ions with the total composition C3H3NO2 from the OMol25 dataset. Energies are from ωB97M-V with the def2-TZVPD basis set.

Cartesian coordinates (Å):
C: -0.2152 0.0997 0.7082
C: 1.7425 -0.0724 2.4006
C: -0.1846 0.0656 -0.6072
N: 1.6692 -0.5119 1.3183
O: 2.0642 0.3091 3.4543
O: 0.8737 -0.4613 -1.2605
H: -1.0554 0.1750 -1.3291
H: -0.6142 0.4536 1.6425
H: 1.6022 -0.6849 -0.7475

The frontier orbital gap comes out at 9.412 eV. As for the multiplicity: 1. As for the charge: 0. Its molecular weight is 85.1 g mol⁻¹.

---

Entry ii
Here is C3H3NO2 in the gas phase from the OMol25 dataset. Energies are from ωB97M-V with the def2-TZVPD basis set.

Cartesian coordinates (Å):
C: 0.2901 -0.3930 -0.0714
C: -0.8519 -0.2187 0.6281
C: 0.2165 0.4614 -1.0924
H: 1.4995 -1.0604 1.3149
H: -1.1935 -0.6983 1.6080
H: 1.0900 1.0514 -1.6654
N: -1.6741 0.7432 0.0429
O: 1.4109 -0.9745 0.2986
O: -0.7875 1.0889 -1.0634

The frontier orbital gap comes out at 9.423 eV. As for the multiplicity: 1. As for the charge: 0. Its molecular weight is 85.1 g mol⁻¹. The structure (SMILES) is Oc1cnoc1.

---

Which of them is the least stable? Correct choice: entry ii.

---

Entry i
Here is 3 unconnected molecules or ions with the total composition C3H3NO2 from the OMol25 dataset. Energies are from ωB97M-V with the def2-TZVPD basis set.

Cartesian coordinates (Å):
C: -1.6303 0.1035 0.2172
O: -1.1651 1.0001 -0.4385
C: 1.2071 0.6952 -1.2878
O: 1.7487 1.6903 -1.3318
C: 1.2831 -1.0751 0.6684
N: 2.4196 -1.1113 0.8585
H: 0.2272 -1.0615 0.5110
H: -1.6301 0.1332 1.3241
H: -2.0584 -0.8051 -0.2505

The frontier orbital gap comes out at 10.917 eV. As for the multiplicity: 1. As for the charge: 0. Its molecular weight is 85.1 g mol⁻¹.

---

Entry ii
Here is C3H3NO2 in the gas phase from the OMol25 dataset. Energies are from ωB97M-V with the def2-TZVPD basis set.

Cartesian coordinates (Å):
O: -1.9933 0.2318 -0.4841
C: -1.1792 -0.4225 -1.0779
O: 0.1358 -0.4249 -0.7893
C: 0.4004 0.4078 0.3389
C: 1.6621 0.0376 0.9744
N: 2.3896 -0.3853 1.7653
H: -1.3995 -1.0972 -1.9133
H: 0.3116 1.4615 0.0640
H: -0.3277 0.1911 1.1221

The frontier orbital gap comes out at 12.138 eV. As for the multiplicity: 1. As for the charge: 0. Its molecular weight is 85.1 g mol⁻¹. The structure (SMILES) is N#CCOC=O.

---

Which of them is the least stable? Correct choice: entry i.